No. 1
Here is C5H7Br in the gas phase in a non-equilibrium geometry from OMol25. Energies are from ωB97M-V with the def2-TZVPD basis set.

Geometry as ORCA input:
```
! wB97M-V def2-TZVPD RIJCOSX def2/J DEFGRID3
* xyz 0 1
Br 1.889 1.537 -2.760
C 0.863 0.281 -1.657
C 0.026 1.094 -0.224
C -0.965 0.243 0.485
C 0.149 -0.840 0.548
C 1.151 0.094 -0.149
H 0.183 -0.349 -2.219
H 0.088 2.090 -0.336
H -1.949 -0.093 0.095
H -1.203 0.508 1.509
H 0.677 -0.963 1.473
H -0.053 -1.730 -0.095
H 2.219 0.377 0.053
*
```

Computed properties:
Gap between HOMO and LUMO, eV: 9.4
Energy relative to the best compared isomer or geometry (same formula, charge and spin), eV: 2.260
SMILES: Br[C@@H]1[C@H]2CC[C@@H]12

What are the natural (NBO) partial charges on each atom? They are as follows, in elementary charge units: Br 0.021; C -0.285; C -0.169; C -0.435; C -0.385; C -0.264; H 0.219; H 0.206; H 0.209; H 0.217; H 0.226; H 0.211; H 0.229

=====

No. 2
Here is a 2-piece molecular cluster, C5H7Br overall in a non-equilibrium geometry from OMol25. Energies are from ωB97M-V with the def2-TZVPD basis set.

Geometry as ORCA input:
```
! wB97M-V def2-TZVPD RIJCOSX def2/J DEFGRID3
* xyz 0 1
C -2.478 -0.726 -0.569
C -1.752 0.100 -0.117
C -0.407 0.328 -0.149
C 0.552 -0.161 -0.917
C -0.094 1.487 0.768
H -3.430 -1.180 -0.680
H 0.313 -0.916 -1.667
H 1.592 0.253 -0.845
H -0.020 1.125 1.756
H -0.930 2.162 0.464
H 0.810 1.909 0.347
Br 3.594 -2.528 0.917
H 2.251 -1.853 0.693
*
```

Computed properties:
Gap between HOMO and LUMO, eV: 9.7
Energy relative to the best compared isomer or geometry (same formula, charge and spin), eV: 2.982
SMILES: C#CC(=C)C.Br

What are the natural (NBO) partial charges on each atom? They are as follows, in elementary charge units: C -0.110; C -0.080; C -0.074; C -0.392; C -0.625; H 0.224; H 0.206; H 0.206; H 0.223; H 0.218; H 0.209; Br -0.231; H 0.226

=====

No. 3
Here is an isolated ion of composition C5H7BrClN2 and charge +1 in a non-equilibrium geometry from OMol25. Energies are from ωB97M-V with the def2-TZVPD basis set.

Geometry as ORCA input:
```
! wB97M-V def2-TZVPD RIJCOSX def2/J DEFGRID3
* xyz 1 1
N 0.387 0.306 -1.792
C 0.670 -0.140 -0.373
Br 2.748 -0.306 -0.225
C -0.122 -1.414 -0.094
N -1.117 -1.347 0.990
C -1.236 -0.341 1.706
C -0.539 0.959 1.605
C 0.261 1.118 0.522
Cl 0.888 2.621 0.034
H -0.558 0.836 -1.746
H 0.308 -0.608 -2.423
H 1.225 0.921 -2.241
H -0.664 -1.889 -0.976
H 0.602 -2.144 0.287
H -2.018 -0.395 2.593
H -0.837 1.824 2.133
*
```

Computed properties:
Gap between HOMO and LUMO, eV: 9.1
Energy relative to the best compared isomer or geometry (same formula, charge and spin), eV: 1.854
SMILES: [NH3+][C@]1(Br)CN=CC=C1Cl

What are the natural (NBO) partial charges on each atom? They are as follows, in elementary charge units: N -0.782; C 0.108; Br 0.073; C -0.361; N -0.345; C 0.094; C -0.224; C -0.094; Cl 0.090; H 0.473; H 0.470; H 0.499; H 0.242; H 0.279; H 0.221; H 0.258

=====

No. 4
Here is a 2-piece molecular cluster, C5H7BrFN overall in a non-equilibrium geometry from OMol25. Energies are from ωB97M-V with the def2-TZVPD basis set.

Geometry as ORCA input:
```
! wB97M-V def2-TZVPD RIJCOSX def2/J DEFGRID3
* xyz 0 1
C 1.550 2.942 -0.485
C -0.448 -0.070 1.385
C 1.602 0.486 -0.029
C -1.552 -1.663 -0.571
C -0.747 -1.352 0.729
N 1.844 1.686 -0.188
F -1.437 0.808 1.012
Br 2.760 -0.899 -0.238
H 0.898 3.078 -1.411
H 1.802 3.712 0.213
H -2.220 -0.904 -0.812
H -0.868 -1.516 -1.414
H -1.840 -2.692 -0.532
H -1.369 -1.648 1.573
H 0.026 -1.967 0.770
*
```

Computed properties:
Gap between HOMO and LUMO (alpha / beta), eV: 7.5 / 7.5
Energy relative to the best compared isomer or geometry (same formula, charge and spin), eV: 3.927

What are the natural (NBO) partial charges on each atom? They are as follows, in elementary charge units: C -0.175; C 0.396; C 0.060; C -0.620; C -0.586; N -0.343; F -0.393; Br 0.127; H 0.210; H 0.210; H 0.221; H 0.205; H 0.219; H 0.253; H 0.217

=====

No. 5
Here is a 2-piece molecular cluster, C5H7BrFN overall in a non-equilibrium geometry from OMol25. Energies are from ωB97M-V with the def2-TZVPD basis set.

Geometry as ORCA input:
```
! wB97M-V def2-TZVPD RIJCOSX def2/J DEFGRID3
* xyz 0 1
C 0.827 0.070 -1.570
C 0.562 1.097 -0.840
C 1.420 1.739 0.213
F -0.635 1.675 -0.994
H 1.690 -0.499 -1.424
H 0.239 -0.607 -2.244
H 1.062 2.736 0.470
H 1.549 0.986 1.060
H 2.497 1.965 -0.147
N -2.492 -0.957 -0.158
C -1.867 -1.473 0.709
C -1.276 -1.931 1.744
Br 0.557 -2.587 1.072
H -2.591 -0.167 -0.672
H -1.540 -2.046 2.780
*
```

Computed properties:
Gap between HOMO and LUMO, eV: 8.7
Energy relative to the best compared isomer or geometry (same formula, charge and spin), eV: 0.719
SMILES: C=C(C)F.N=C=CBr

What are the natural (NBO) partial charges on each atom? They are as follows, in elementary charge units: C -0.509; C 0.403; C -0.699; F -0.348; H 0.208; H 0.225; H 0.238; H 0.245; H 0.235; N -0.602; C 0.419; C -0.468; Br -0.028; H 0.418; H 0.263

=====

No. 6
Here is an isolated ion of composition C5H7BrN3O3 and charge +1 in a non-equilibrium geometry from OMol25. Energies are from ωB97M-V with the def2-TZVPD basis set.

Geometry as ORCA input:
```
! wB97M-V def2-TZVPD RIJCOSX def2/J DEFGRID3
* xyz 1 1
O 2.390 -1.657 -0.618
C 3.011 -0.921 0.084
Br 4.580 -1.602 1.072
C 2.631 0.609 0.228
C 1.131 0.874 -0.071
N 0.605 2.029 -0.510
N -0.735 1.887 -0.684
C -1.021 0.617 -0.306
C -2.349 -0.208 -0.278
O -2.639 -0.620 1.082
O -3.180 -1.897 0.993
N 0.085 -0.079 0.094
H 3.256 1.181 -0.517
H 2.825 0.955 1.286
H -1.419 2.562 -1.024
H -2.147 -1.153 -0.867
H -3.234 0.364 -0.666
H -3.883 -1.889 0.305
H 0.093 -1.054 0.399
*
```

Computed properties:
Gap between HOMO and LUMO, eV: 9.9
Energy relative to the best compared isomer or geometry (same formula, charge and spin), eV: 1.136
SMILES: O=C(Br)Cc1n[nH]c(COO)[nH+]1

What are the natural (NBO) partial charges on each atom? They are as follows, in elementary charge units: O -0.508; C 0.517; Br 0.055; C -0.566; C 0.395; N -0.209; N -0.297; C 0.446; C -0.162; O -0.255; O -0.405; N -0.491; H 0.306; H 0.289; H 0.473; H 0.241; H 0.226; H 0.459; H 0.488

=====

No. 7
Here is C5H7Cl in the gas phase in a non-equilibrium geometry from OMol25. Energies are from ωB97M-V with the def2-TZVPD basis set.

Geometry as ORCA input:
```
! wB97M-V def2-TZVPD RIJCOSX def2/J DEFGRID3
* xyz 0 1
C -1.418 -0.095 0.098
C -2.917 0.323 0.945
C -0.727 -1.115 -0.584
C -0.953 1.353 0.329
C 0.615 -1.048 -1.244
Cl -4.262 -0.184 0.174
H -1.219 -2.047 -0.783
H 0.057 1.547 -0.042
H -0.929 1.426 1.412
H -1.710 2.026 -0.045
H 1.062 -2.062 -1.178
H 1.072 -0.059 -0.890
H 0.404 -0.888 -2.352
*
```

Computed properties:
Gap between HOMO and LUMO, eV: 8.1
Energy relative to the best compared isomer or geometry (same formula, charge and spin), eV: 5.210

What are the natural (NBO) partial charges on each atom? They are as follows, in elementary charge units: C -0.092; C -0.037; C -0.194; C -0.671; C -0.659; Cl 0.098; H 0.197; H 0.209; H 0.240; H 0.225; H 0.234; H 0.226; H 0.224

=====

No. 8
Here is C5H7Cl in the gas phase in a non-equilibrium geometry from OMol25. Energies are from ωB97M-V with the def2-TZVPD basis set.

Geometry as ORCA input:
```
! wB97M-V def2-TZVPD RIJCOSX def2/J DEFGRID3
* xyz 0 1
C 2.041 -0.807 -0.226
C 1.263 0.003 0.528
C 0.068 0.649 -0.062
Cl 0.305 2.516 -0.122
C -1.332 0.402 0.426
C -2.164 -0.411 -0.203
H 2.983 -1.193 0.197
H 1.794 -1.022 -1.281
H 1.560 0.251 1.556
H 0.101 0.355 -1.128
H -1.586 0.804 1.354
H -1.889 -0.866 -1.195
H -3.143 -0.680 0.155
*
```

Computed properties:
Gap between HOMO and LUMO, eV: 10.7
Energy relative to the best compared isomer or geometry (same formula, charge and spin), eV: 1.069
SMILES: C=CC(Cl)C=C

What are the natural (NBO) partial charges on each atom? They are as follows, in elementary charge units: C -0.358; C -0.208; C -0.202; Cl -0.120; C -0.200; C -0.356; H 0.210; H 0.198; H 0.215; H 0.216; H 0.206; H 0.191; H 0.207

=====

No. 9
Here is an isolated ion of composition C5H7Cl2N2 and charge +1 in a non-equilibrium geometry from OMol25. Energies are from ωB97M-V with the def2-TZVPD basis set.

Geometry as ORCA input:
```
! wB97M-V def2-TZVPD RIJCOSX def2/J DEFGRID3
* xyz 1 1
C -0.031 -0.505 -2.190
C -0.995 -0.628 -1.306
Cl -2.451 -1.648 -1.635
N -1.119 -0.118 0.017
C -0.357 0.589 0.819
N -0.855 1.339 1.797
C 1.111 0.517 0.696
C 1.785 -0.669 0.545
Cl 3.386 -0.826 0.524
H 0.861 0.131 -1.967
H 0.022 -1.066 -3.118
H -2.095 -0.240 0.212
H -0.175 1.825 2.345
H -1.885 1.493 2.121
H 1.706 1.329 0.884
H 1.091 -1.523 0.256
*
```

Computed properties:
Gap between HOMO and LUMO, eV: 8.9
Energy relative to the best compared isomer or geometry (same formula, charge and spin), eV: 0.362
SMILES: C=C(Cl)NC(=[NH2+])/C=C/Cl

What are the natural (NBO) partial charges on each atom? They are as follows, in elementary charge units: C -0.413; C 0.142; Cl 0.022; N -0.572; C 0.557; N -0.711; C -0.373; C -0.144; Cl 0.201; H 0.234; H 0.263; H 0.435; H 0.430; H 0.456; H 0.241; H 0.235

=====

No. 10
Here is C5H7ClN2 as an isolated structure in a non-equilibrium geometry from OMol25. Energies are from ωB97M-V with the def2-TZVPD basis set.

Geometry as ORCA input:
```
! wB97M-V def2-TZVPD RIJCOSX def2/J DEFGRID3
* xyz 0 1
C 2.631 -1.366 -0.707
C -1.953 1.270 2.200
C 1.733 -0.989 -1.610
C -0.154 -0.220 -0.478
C -1.139 0.845 -0.250
N -0.905 1.221 1.543
N 0.720 -0.096 -1.375
Cl -2.767 0.310 -0.506
H 3.482 -1.965 -0.977
H 2.566 -1.024 0.311
H -1.862 1.505 3.255
H -2.968 1.099 1.835
H 1.811 -1.270 -2.653
H -0.258 -1.111 0.150
H -0.937 1.790 -0.736
*
```

Computed properties:
Gap between HOMO and LUMO, eV: 9.8
Energy relative to the best compared isomer or geometry (same formula, charge and spin), eV: 3.122

What are the natural (NBO) partial charges on each atom? They are as follows, in elementary charge units: C -0.442; C -0.096; C -0.031; C 0.099; C -0.136; N -0.368; N -0.393; Cl -0.001; H 0.207; H 0.200; H 0.185; H 0.166; H 0.203; H 0.174; H 0.234

=====

No. 11
Here is C5H7ClN2O in the gas phase in a non-equilibrium geometry from OMol25. Energies are from ωB97M-V with the def2-TZVPD basis set.

Geometry as ORCA input:
```
! wB97M-V def2-TZVPD RIJCOSX def2/J DEFGRID3
* xyz 0 1
C 1.391 1.309 0.636
C 1.621 0.255 -0.400
O 0.681 -0.847 -0.228
C -0.613 -0.472 0.056
C -1.503 0.124 -1.003
N -2.547 -0.655 -1.128
N -2.466 -1.725 -0.301
C -1.409 -1.660 0.365
Cl -0.924 -2.765 1.504
H 1.645 0.787 1.660
H 1.998 2.318 0.576
H 0.413 1.560 0.739
H 2.568 -0.193 -0.404
H 1.431 0.728 -1.407
H -0.780 0.268 0.865
H -1.506 0.969 -1.529
*
```

Computed properties:
Gap between HOMO and LUMO, eV: 10.0
Energy relative to the best compared isomer or geometry (same formula, charge and spin), eV: 2.964
SMILES: CCO[C@H]1C=NN=C1Cl

What are the natural (NBO) partial charges on each atom? They are as follows, in elementary charge units: C -0.640; C -0.063; O -0.495; C -0.051; C 0.024; N -0.218; N -0.267; C 0.186; Cl 0.093; H 0.212; H 0.236; H 0.197; H 0.203; H 0.163; H 0.220; H 0.200

=====

No. 12
Here is C5H7ClO as an isolated structure in a non-equilibrium geometry from OMol25. Energies are from ωB97M-V with the def2-TZVPD basis set.

Geometry as ORCA input:
```
! wB97M-V def2-TZVPD RIJCOSX def2/J DEFGRID3
* xyz 0 1
C -1.162 -0.092 -0.661
C -0.928 1.024 0.019
C -0.321 -0.249 0.580
C 1.160 -0.557 0.440
C 2.015 0.310 0.075
H -2.324 -1.570 0.032
H -0.569 -0.283 -1.555
H -0.052 1.552 -0.457
H -1.685 1.626 0.630
H -0.747 -0.901 1.434
H 1.449 -1.693 0.248
H 1.853 1.460 0.113
O -2.306 -0.485 -0.543
Cl 3.618 -0.141 -0.357
*
```

Computed properties:
Gap between HOMO and LUMO, eV: 9.2
Energy relative to the best compared isomer or geometry (same formula, charge and spin), eV: 4.738

What are the natural (NBO) partial charges on each atom? They are as follows, in elementary charge units: C 0.081; C -0.396; C -0.289; C -0.214; C -0.238; H 0.450; H 0.144; H 0.214; H 0.250; H 0.216; H 0.218; H 0.221; O -0.641; Cl -0.014